Below is 2 unconnected molecules or ions with the total composition C2H2BrClO at a distorted geometry, with properties calculated with ωB97M-V with the def2-TZVPD basis set.

Cartesian coordinates (Å):
C: 0.0515 0.8778 1.1369
C: -0.0412 -0.7336 -0.6844
O: -0.7816 1.4038 1.8055
Cl: 1.5405 -0.9089 -1.2353
Br: -1.5238 0.0914 -1.7853
H: 1.1494 1.0026 0.9978
H: -0.3948 -1.7332 -0.2350

## Properties
* E_LUMO (alpha / beta): -0.2 / -0.3 eV
* energy: -86715.1203 eV